The following is a DFT calculation (ωB97M-V/def2-TZVPD) of a cluster of 2 separate species, C6H14O2 in total.

Its energy above the lowest of the compared OMol25 structures with the same formula, charge and spin is 2.904 eV. Its highest occupied orbital energy is -8.539 eV. For the LUMO energy, the calculation gives 0.0006 hartree. As for the strongest force on any atom: 0.2 eV Å⁻¹.

Bonds (Å) are listed after each position.
Positions of all 22 atoms, in Å:
1 C -0.930 -0.023 0.539  C3 1.423, C4 1.493, C5 1.490
2 C 1.515 -0.060 -0.621  C3 1.802, C6 1.520, O7 1.308, H11 1.104
3 C 0.097 -0.906 0.102  C1 1.423, C2 1.802, H12 1.087, H13 1.087
4 C -2.069 0.221 -0.395  C1 1.493, H15 1.097, H16 1.090, H17 1.092
5 C -1.113 0.242 1.994  C1 1.490, H14 1.088, H18 1.097, H19 1.090
6 C 2.358 -1.181 -1.207  C2 1.520, H20 1.091, H21 1.092, H22 1.092
7 O 1.118 0.851 -1.472  C2 1.308
8 O -0.112 1.998 0.237  H9 1.104, H10 0.963
9 H 0.466 1.654 -0.639  O8 1.104
10 H -0.808 2.573 -0.098  O8 0.963
11 H 1.951 0.329 0.316  C2 1.104
12 H 0.555 -1.479 0.904  C3 1.087
13 H -0.197 -1.519 -0.746  C3 1.087
14 H -1.688 1.147 2.174  C5 1.088
15 H -2.687 -0.684 -0.440  C4 1.097
16 H -2.702 1.049 -0.079  C4 1.090
17 H -1.686 0.402 -1.402  C4 1.092
18 H -1.651 -0.607 2.434  C5 1.097
19 H -0.150 0.325 2.496  C5 1.090
20 H 1.856 -1.616 -2.072  C6 1.091
21 H 2.574 -1.964 -0.477  C6 1.092
22 H 3.303 -0.751 -1.548  C6 1.092